Entry 1:
{"formula": "C9H10F3NO3SZr", "method": "the ωB97M-V functional and the def2-TZVPD basis", "e_homo_ev": -8.22, "e_lumo_ev": -1.076, "homo_lumo_gap_ev": 7.15, "max_force_ev_per_a": 3.3, "symbols": ["C", "C", "C", "C", "C", "Zr", "C", "C", "C", "N", "H", "H", "H", "H", "H", "H", "H", "H", "H", "H", "F", "C", "F", "F", "S", "O", "O", "O"], "positions_angstrom": [[-1.65408, 1.37346, -1.47121], [-0.36870, 0.97504, -1.94953], [0.62929, 1.62745, -1.15916], [-0.02883, 2.50200, -0.22597], [-1.44534, 2.37865, -0.45386], [-0.72476, 0.36235, 0.56014], [-0.48700, -2.35773, -1.33805], [-1.67664, -2.92711, -1.32902], [-2.91826, -3.15416, -0.99585], [-2.00933, 0.83993, 1.94450], [1.69120, 1.61343, -1.37331], [-0.16901, 0.35256, -2.81843], [0.48065, 3.18683, 0.45298], [-2.22823, 2.92448, 0.06032], [-2.60471, 1.07568, -1.91166], [-0.15884, -1.74650, -2.16044], [-2.89885, 0.28205, 1.90801], [0.18152, -2.42260, -0.49038], [-3.57594, -3.94350, -1.39684], [-3.38449, -2.48731, -0.25094], [4.63802, -0.02097, 2.50465], [3.31487, 0.25018, 2.53291], [2.75182, -0.33829, 3.61245], [3.13208, 1.59035, 2.62821], [2.56886, -0.41405, 0.96787], [3.03490, 0.46557, -0.06947], [2.82266, -1.82426, 0.94209], [1.08716, -0.16349, 1.28001]], "forces_ev_per_a": [[0.5, 1.1, 0.4], [0.8, 0.7, 0.7], [-0.8, 0.5, -1.4], [-0.7, -0.3, -1.0], [0.1, 0.2, -0.9], [-2.7, 0.2, 1.8], [-0.4, 0.1, 0.1], [-0.1, 1.2, 1.1], [-0.7, -0.5, -0.3], [1.2, -2.3, -2.0], [-0.3, -0.2, 0.3], [-0.1, 0.0, 0.4], [-0.3, -0.3, -0.1], [0.2, -0.2, 0.0], [0.2, 0.1, 0.3], [-0.1, 0.1, -0.2], [0.5, 1.0, 0.4], [0.5, -0.8, -0.1], [0.8, 0.2, 0.4], [0.1, -0.1, -0.7], [-1.0, 0.3, 0.2], [0.2, 0.1, 0.5], [0.6, 0.5, -0.9], [0.2, -1.2, -0.1], [-0.4, 0.3, 0.3], [0.1, -0.7, 0.5], [0.0, 0.6, -0.1], [1.6, -0.5, 0.4]]}

---

Entry 2:
{"formula": "C2H4BrClO2", "method": "the ωB97M-V functional and the def2-TZVPD basis", "e_homo_ev": -10.82, "smiles": "OC(O)[C@@H](Cl)Br", "e_lumo_ev": 0.193, "homo_lumo_gap_ev": 11.02, "max_force_ev_per_a": 2.7, "symbols": ["C", "C", "O", "O", "Cl", "Br", "H", "H", "H", "H"], "positions_angstrom": [[-0.66956, -0.00260, 0.05114], [0.68129, 0.28732, -0.56057], [-0.60505, 0.00013, 1.47807], [-1.12604, -1.18931, -0.45396], [1.32110, 1.93542, -0.12824], [2.09641, -1.10678, -0.03147], [-1.42582, 0.70230, -0.29646], [0.65408, 0.34961, -1.59556], [-0.48198, 0.86171, 1.86972], [-0.44444, -1.83779, -0.33267]], "forces_ev_per_a": [[-0.1, 0.6, 1.0], [1.8, 0.7, 1.9], [-0.3, -1.3, -0.8], [-0.6, -0.1, 0.2], [-0.4, -0.8, 0.1], [-1.4, 1.0, -0.5], [0.3, 0.6, 0.0], [0.0, -0.5, -1.8], [0.1, 0.6, -0.3], [0.6, -0.9, 0.2]]}

---

Entry 3:
{"formula": "CH2IN", "method": "the ωB97M-V functional and the def2-TZVPD basis", "e_homo_ev": [-9.44, -9.42], "smiles": "[H]/N=C/I", "e_lumo_ev": [-0.500, -0.496], "homo_lumo_gap_ev": [8.94, 8.92], "max_force_ev_per_a": 9.5, "symbols": ["C", "N", "I", "H", "H"], "positions_angstrom": [[0.06198, 0.18594, 0.34919], [-0.23747, -0.50208, -1.07563], [-0.43178, 2.14438, 0.55117], [0.53382, -0.36388, 1.13866], [0.07345, -1.46436, -0.96339]], "forces_ev_per_a": [[-1.8, -3.9, -8.5], [1.3, 4.4, 7.7], [0.0, -0.1, 0.0], [0.1, -0.2, 0.4], [0.3, -0.3, 0.4]]}